[1]
C7H10ClN3O2 | ωB97M-V with the def2-TZVPD basis set

Structure (SMILES): NC(=O)/N=C1\C(Cl)=CCCN1CO
Energy above the lowest of the compared OMol25 structures with the same formula, charge and spin (kcal per mole): 4.7

```
23
C7H10ClN3O2, DFT ωB97M-V with the def2-TZVPD basis set
C -0.32 -2.29 0.25
C 1.81 -1.14 -0.26
C -0.97 -1.25 -0.25
C -2.44 1.24 0.43
C 1.11 -2.15 0.61
C -0.39 0.07 -0.13
C 1.67 1.37 0.12
N 0.98 0.13 -0.17
N -3.09 2.04 -0.54
N -1.09 1.12 0.09
O -2.98 0.85 1.43
O 2.95 1.44 -0.54
Cl -2.66 -1.29 -0.80
H -0.83 -3.21 0.14
H 2.66 -0.64 0.12
H 1.26 -1.76 1.56
H 1.51 -3.16 0.59
H 1.80 -1.56 -1.22
H 1.83 1.34 1.21
H 0.94 2.19 -0.14
H -2.54 2.94 -0.73
H -4.07 2.14 -0.24
H 2.86 1.56 -1.53
```

Results of the natural (NBO) charge analysis, in e, for atoms 1 through 8: -0.15, -0.20, -0.06, 0.79, -0.46, 0.43, 0.09, -0.42

***

[2]
C20H25Cl37NOP | ωB97M-V with the def2-TZVPD basis set

Structure (SMILES): CCCCC[C@H](OCCNCl)P(C)CC.ClC(Cl)(Cl)Cl.ClC(Cl)(Cl)Cl.ClC(Cl)(Cl)Cl.ClC(Cl)(Cl)Cl.ClC(Cl)(Cl)Cl.ClC(Cl)(Cl)Cl.ClC(Cl)(Cl)Cl.ClC(Cl)(Cl)Cl.ClC(Cl)(Cl)Cl

```
85
C20H25Cl37NOP, DFT ωB97M-V with the def2-TZVPD basis set
C -1.71 3.10 -1.55
C -1.14 1.98 -2.44
C -1.38 0.55 -1.93
C -1.08 0.34 -0.45
C 0.44 0.25 -0.17
C 0.86 1.09 1.03
O 2.24 1.42 0.91
C 2.54 2.71 1.42
C 4.05 2.87 1.51
N 4.49 3.90 2.44
Cl 3.99 5.47 1.91
P 0.66 0.43 2.76
C -1.12 -0.04 2.83
C 1.41 -1.24 2.63
C 1.44 -1.92 4.02
H -2.48 2.74 -0.87
H -0.94 3.58 -0.95
H -2.17 3.88 -2.16
H -1.58 2.06 -3.43
H -0.06 2.13 -2.58
H -2.42 0.27 -2.15
H -0.75 -0.13 -2.52
H -1.58 -0.57 -0.12
H -1.52 1.13 0.14
H 0.75 -0.79 -0.07
H 0.97 0.67 -1.02
H 0.26 2.01 1.00
H 2.11 2.84 2.42
H 2.11 3.47 0.76
H 4.47 3.12 0.54
H 4.50 1.93 1.84
H 4.03 3.78 3.34
H -1.31 -0.49 3.81
H -1.73 0.86 2.75
H -1.42 -0.73 2.04
H 0.86 -1.88 1.93
H 2.42 -1.13 2.24
H 0.55 -2.52 4.19
H 1.48 -1.17 4.82
H 2.32 -2.55 4.13
C -3.12 -3.33 -3.06
Cl -2.68 -2.84 -1.42
Cl -3.40 -1.90 -4.05
Cl -1.79 -4.26 -3.76
Cl -4.58 -4.32 -3.02
C 1.39 -6.21 -1.85
Cl 1.26 -6.15 -3.60
Cl -0.22 -6.37 -1.13
Cl 2.37 -7.60 -1.36
Cl 2.14 -4.72 -1.26
C -2.08 4.89 3.45
Cl -1.46 5.48 5.00
Cl -2.27 6.25 2.34
Cl -0.93 3.73 2.77
Cl -3.64 4.10 3.68
C 0.11 -7.15 3.59
Cl -1.62 -7.43 3.37
Cl 0.78 -8.43 4.60
Cl 0.91 -7.14 2.02
Cl 0.35 -5.59 4.38
C -5.25 5.90 -2.34
Cl -5.35 7.61 -2.76
Cl -4.38 5.03 -3.60
Cl -4.38 5.72 -0.81
Cl -6.88 5.23 -2.18
C 4.79 -11.24 -0.31
Cl 6.32 -11.64 0.46
Cl 5.01 -11.15 -2.06
Cl 3.59 -12.49 0.06
Cl 4.21 -9.68 0.29
C 1.17 8.58 6.89
Cl 2.47 8.64 8.08
Cl 1.82 8.11 5.32
Cl -0.04 7.39 7.40
Cl 0.41 10.17 6.76
C -4.31 2.95 -7.00
Cl -2.88 3.85 -6.47
Cl -5.71 4.01 -7.02
Cl -4.02 2.32 -8.63
Cl -4.60 1.60 -5.90
C 2.39 -3.07 -6.37
Cl 0.82 -3.45 -5.64
Cl 3.61 -2.94 -5.10
Cl 2.84 -4.35 -7.49
Cl 2.28 -1.53 -7.24
```

Results of the Löwdin charge analysis, in e, for atoms 1 through 8: -0.11, -0.24, -0.23, -0.22, -0.15, -0.51, -0.18, -0.27

***

[3]
C34H42N4P2Zn | ωB97M-V with the def2-TZVPD basis set

Energy above the lowest of the compared OMol25 structures with the same formula, charge and spin (kcal per mole): 32.5

```
83
C34H42N4P2Zn, DFT ωB97M-V with the def2-TZVPD basis set
Zn -0.29 -2.64 3.57
C -0.81 3.22 3.33
C -1.39 2.48 2.36
C -0.70 1.77 1.16
C 0.55 0.87 1.39
C 1.87 1.64 1.52
C 2.13 2.97 1.62
C 1.15 4.08 1.89
C 0.41 4.10 3.27
C 1.58 -2.78 4.16
H -1.22 3.08 4.36
H -2.27 1.87 2.70
H -0.48 2.38 0.28
H -1.44 1.04 0.79
H 0.34 0.10 2.18
H 0.72 0.20 0.50
H 2.75 1.00 1.35
H 3.19 3.33 1.51
H 0.36 4.00 1.12
H 1.73 5.02 1.75
H 1.04 3.79 4.13
H 0.17 5.16 3.53
H 1.56 -2.54 5.25
H 2.24 -2.05 3.69
H 1.97 -3.78 3.98
P 1.60 -1.26 -2.49
P -2.09 -0.61 -2.46
N 2.85 -0.05 -2.75
N 2.29 -2.50 -3.64
N -2.19 1.14 -2.97
N -3.57 -1.09 -3.29
C 0.47 -0.52 -3.73
C -0.92 -1.19 -3.82
C 3.82 0.24 -1.78
C 4.80 1.02 -2.38
C 4.44 1.20 -3.75
C 3.23 0.55 -3.96
C 2.56 -3.82 -3.25
C 2.94 -4.57 -4.37
C 2.94 -3.68 -5.49
C 2.53 -2.43 -5.02
C -2.25 2.19 -2.02
C -2.00 3.39 -2.68
C -1.89 3.10 -4.08
C -1.99 1.72 -4.23
C -4.29 -0.47 -4.32
C -5.32 -1.31 -4.73
C -5.22 -2.52 -3.95
C -4.13 -2.37 -3.10
H 0.91 -0.64 -4.74
H 0.36 0.55 -3.47
H -1.39 -0.95 -4.81
H -0.86 -2.30 -3.74
H 3.71 -0.12 -0.76
H 5.67 1.41 -1.89
H 5.00 1.68 -4.52
H 2.58 0.51 -4.83
H 2.46 -4.11 -2.21
H 3.18 -5.63 -4.39
H 3.22 -3.91 -6.51
H 2.38 -1.51 -5.57
H -2.51 2.00 -0.97
H -1.90 4.36 -2.22
H -1.80 3.81 -4.89
H -1.97 1.13 -5.15
H -4.01 0.50 -4.69
H -6.07 -1.08 -5.48
H -5.89 -3.37 -4.01
H -3.68 -3.06 -2.40
C -1.54 -1.46 4.88
C -1.06 -1.17 6.25
C -0.73 -2.22 7.13
C -0.29 -1.95 8.44
C -0.47 -0.66 8.98
C -0.88 0.39 8.13
C -0.98 0.15 6.75
H -2.41 -2.13 4.80
H -1.76 -0.54 4.35
H -0.80 -3.26 6.74
H 0.17 -2.76 9.03
H -0.29 -0.49 10.04
H -1.06 1.38 8.55
H -1.05 0.98 6.05
```

Results of the Löwdin charge analysis, in e, for atoms 1 through 8: 0.86, -0.12, -0.08, -0.22, -0.18, -0.10, -0.11, -0.20

***

[4]
C11H13NO2 | ωB97M-V with the def2-TZVPD basis set

Energy above the lowest of the compared OMol25 structures with the same formula, charge and spin (kcal per mole): 204.7

```
27
C11H13NO2, DFT ωB97M-V with the def2-TZVPD basis set
C 2.50 -0.46 0.37
C 2.63 0.88 -0.43
C 1.27 1.40 -0.58
C -0.71 1.76 0.68
C -1.44 0.45 0.40
C -2.64 0.52 -0.43
C -3.27 -0.67 -0.84
C -2.84 -1.91 -0.31
C -1.82 -2.01 0.69
C -1.28 -0.72 1.12
C 3.70 -1.25 0.11
H 0.25 0.04 -0.49
H 2.43 -0.39 1.59
H 3.27 1.61 0.07
H 3.14 0.64 -1.45
H 0.78 0.58 -1.30
H 1.49 2.35 -0.99
H -0.85 2.39 -0.20
H -0.87 2.03 1.75
H -2.85 1.47 -0.94
H -4.37 -0.68 -1.45
H -3.24 -2.83 -0.81
H -1.47 -2.88 1.20
H -0.71 -0.75 2.10
N 4.71 -1.88 -0.18
O 1.48 -1.14 -0.29
O 0.72 1.44 0.61
```

Results of the natural (NBO) charge analysis, in e, for atoms 1 through 8: -0.02, -0.43, -0.06, -0.09, -0.17, -0.19, -0.22, -0.19

***

[5]
C2H6Cl2N2O2S | ωB97M-V with the def2-TZVPD basis set

Energy above the lowest of the compared OMol25 structures with the same formula, charge and spin (kcal per mole): 10.4

```
15
C2H6Cl2N2O2S, DFT ωB97M-V with the def2-TZVPD basis set
C -0.53 -0.13 0.99
C -0.66 -0.26 -1.36
N 0.05 0.01 -0.37
N 3.19 0.46 0.19
O 2.00 -1.85 0.25
O 4.01 -1.61 -1.12
S 2.74 -0.96 -0.94
Cl 3.25 1.69 -0.93
Cl 4.67 0.30 1.08
H 0.00 -0.98 1.41
H -0.53 0.74 1.64
H -1.71 -0.34 0.85
H -1.78 -0.40 -1.42
H -0.19 -0.27 -2.34
H 2.66 -2.24 0.87
```

Results of the natural (NBO) charge analysis, in e, for atoms 1 through 8: -0.44, -0.04, -0.41, -0.68, -0.89, -0.92, 1.69, 0.15

***

[6]
C13H28Br2Cl26Ga | ωB97M-V with the def2-TZVPD basis set

Net charge: -1

```
70
C13H28Br2Cl26Ga, DFT ωB97M-V with the def2-TZVPD basis set
Br -0.59 -1.41 2.89
Ga 0.22 -1.51 0.59
Br -0.30 0.48 -0.73
H 1.80 -1.91 0.55
H -0.55 -2.78 -0.09
C 2.90 0.13 -2.43
Cl 4.06 1.11 -1.53
Cl 3.31 -1.59 -2.33
H 1.90 0.29 -2.01
H 2.91 0.44 -3.48
C 2.26 4.79 -1.46
Cl 3.79 4.97 -0.57
Cl 1.57 3.18 -1.22
H 1.55 5.54 -1.10
H 2.45 4.95 -2.52
C -3.49 -4.34 1.49
Cl -4.19 -2.72 1.67
Cl -2.42 -4.41 0.08
H -2.91 -4.58 2.38
H -4.30 -5.06 1.36
C 3.64 8.49 0.39
Cl 3.69 10.26 0.39
Cl 1.99 7.90 0.16
H 4.27 8.12 -0.42
H 4.02 8.12 1.35
C -6.46 -0.76 3.67
Cl -6.46 0.94 3.20
Cl -6.56 -0.94 5.43
H -7.32 -1.25 3.22
H -5.54 -1.23 3.32
C -6.18 -4.86 4.59
Cl -5.91 -5.48 2.96
Cl -7.90 -4.85 4.99
H -5.66 -5.50 5.30
H -5.79 -3.84 4.65
C 7.36 6.07 0.27
Cl 6.66 7.68 0.46
Cl 8.43 6.00 -1.14
H 7.94 5.83 1.17
H 6.56 5.35 0.15
C -7.91 -3.63 0.69
Cl -8.69 -3.90 -0.87
Cl -8.92 -2.64 1.75
H -7.74 -4.60 1.17
H -6.96 -3.12 0.54
C 0.94 -4.39 4.95
Cl 1.21 -5.01 3.31
Cl -0.78 -4.38 5.34
H 1.46 -5.03 5.66
H 1.33 -3.37 5.01
C 3.76 -1.34 -5.81
Cl 3.06 0.27 -5.62
Cl 4.82 -1.41 -7.22
H 4.33 -1.58 -4.91
H 2.95 -2.06 -5.94
C -5.52 3.02 -0.12
Cl -4.04 2.07 -0.01
Cl -5.27 4.66 0.49
H -5.83 3.08 -1.17
H -6.30 2.54 0.47
C 4.14 -2.69 3.90
Cl 3.36 -2.96 2.33
Cl 3.13 -1.70 4.95
H 4.31 -3.66 4.38
H 5.09 -2.18 3.74
C 4.66 0.35 -10.45
Cl 5.96 1.54 -10.63
Cl 3.25 0.81 -11.41
H 5.02 -0.62 -10.79
H 4.38 0.30 -9.40
```

Results of the natural (NBO) charge analysis, in e, for atoms 1 through 8: -0.57, 0.81, -0.56, -0.33, -0.33, -0.42, -0.05, -0.05

***

[7]
CH2P2 | ωB97M-V with the def2-TZVPD basis set

Energy above the lowest of the compared OMol25 structures with the same formula, charge and spin (kcal per mole): 20.9

```
5
CH2P2, DFT ωB97M-V with the def2-TZVPD basis set
C 0.11 -0.03 0.26
P 0.64 0.16 -1.43
P -1.15 -0.52 -0.90
H 0.30 -0.73 1.10
H 0.09 1.12 0.97
```

Want to see where the charge sits? The natural (NBO) charges in e are: -1.10, 0.34, 0.33, 0.24, 0.19

***

[8]
C5H32NO12 | ωB97M-V with the def2-TZVPD basis set

Energy above the lowest of the compared OMol25 structures with the same formula, charge and spin (kcal per mole): 21.4
Net charge: -1

```
50
C5H32NO12, DFT ωB97M-V with the def2-TZVPD basis set
C -0.25 -0.76 -0.56
N -1.51 -0.50 0.11
C -1.80 0.88 0.54
O -1.25 1.18 1.79
C -0.48 -0.65 -2.08
C 0.79 -1.04 -2.88
C 2.16 -0.86 -2.25
O 2.58 0.48 -2.00
H 0.08 -1.76 -0.33
H 0.56 -0.04 -0.42
H -1.59 -1.05 0.96
H -2.88 0.90 0.70
H -1.58 1.59 -0.26
H -1.35 -1.12 -2.54
H -0.63 0.42 -2.30
H 0.74 -2.13 -2.98
H 0.67 -0.52 -3.85
H 2.96 -1.30 -2.84
H 2.06 -1.35 -1.29
H 1.89 1.15 -2.12
H -0.35 0.01 2.85
H -1.34 -0.76 3.66
O -0.38 -0.76 3.49
H 0.86 3.41 -0.91
H -0.01 3.20 -2.19
O 0.87 2.98 -1.81
H -3.10 -0.88 -1.03
H -3.77 -1.71 -2.18
O -3.97 -1.12 -1.43
H 3.42 0.77 -0.10
H 2.56 0.87 1.23
O 3.28 0.38 0.77
H 0.33 4.45 1.18
H 1.25 3.32 1.01
O 1.02 4.18 0.57
H 2.07 -1.62 1.38
H 0.83 -1.52 2.33
O 1.20 -2.02 1.59
H -1.82 -3.17 0.49
H -3.09 -2.65 -0.09
O -2.54 -3.46 -0.09
H 0.13 1.44 1.48
H 1.41 1.94 2.52
O 1.15 1.87 1.60
H -1.57 3.81 1.99
H -0.84 2.66 2.59
O -0.90 3.65 2.66
H 0.15 -4.73 0.05
H 0.93 -3.57 0.65
O 1.04 -4.50 0.35
```

Results of the natural (NBO) charge analysis, in e, for atoms 1 through 8: -0.24, -0.70, 0.10, -0.95, -0.40, -0.42, -0.06, -0.78

***

The following E_LUMO values (in eV) correspond, in order, to the records above: 0.364; 0.038; -0.885; -0.530; 0.015; 1.934; -0.799; 2.848.
The following HOMO-LUMO gap values (in eV) correspond, in order, to the records above: 9.31; 8.53; 6.62; 8.56; 9.35; 7.53; 7.86; 9.01.